(1)
The following is a DFT calculation (ωB97M-V with the def2-TZVPD basis set) of a molecular structure, C36H34BrCl2IrN5OSSe.

Geometry as XYZ:
```
82
Properties=species:S:1:pos:R:3:mulliken_spin:R:1
Ir 0.00602 -1.38362 -1.16725 2.4461
C 3.90299 1.18346 5.14233 0.0099
C 2.52420 1.83551 5.03802 0.0618
C 1.71679 1.48224 6.30153 0.0326
C 2.69553 3.36554 4.94549 0.0402
C 1.75464 1.37143 3.81733 -0.0262
C 2.30986 0.47613 2.87741 0.0597
C 1.56039 0.08349 1.82294 0.0789
Br 2.31139 -1.09875 0.56641 0.1043
C 0.18978 0.50127 1.59994 0.1704
O -0.48073 0.04378 0.63294 0.4641
C -0.36257 1.46872 2.55752 0.1294
C 0.43672 1.84892 3.59580 0.0716
C -1.79974 1.98038 2.44297 -0.0042
C -2.05288 3.16915 3.37846 -0.0016
C -2.12134 2.46052 1.01484 0.0438
C -2.73554 0.83446 2.87536 0.0224
H 4.38844 1.52526 6.05738 -0.0002
H 4.55229 1.46164 4.30569 -0.0011
H 3.83857 0.09177 5.19410 -0.0007
H 2.25714 1.84411 7.17917 0.0030
H 1.59018 0.40018 6.40154 -0.0008
H 0.72763 1.94712 6.30514 -0.0011
H 3.26258 3.71059 5.81273 0.0030
H 1.73448 3.88699 4.94403 -0.0007
H 3.24544 3.65027 4.04397 -0.0014
H 3.32110 0.10925 2.98999 -0.0026
H 0.04063 2.55494 4.30991 0.0010
H -1.35894 3.99334 3.18654 0.0002
H -1.99047 2.89161 4.43473 0.0008
H -3.06358 3.54213 3.20431 0.0003
H -1.51722 3.33739 0.76311 -0.0054
H -3.17336 2.75872 0.97006 0.0009
H -1.94101 1.69684 0.25833 -0.0362
H -2.60602 0.62342 3.94029 -0.0010
H -2.53408 -0.08850 2.33324 -0.0040
H -3.77920 1.12509 2.71548 0.0000
S -2.03649 -4.30124 -3.98831 0.0471
C -0.34640 -4.68761 -3.95841 0.1024
C 0.35916 -3.95458 -3.06169 -0.0482
C -0.44001 -3.00560 -2.35629 0.4607
C -1.81092 -3.14691 -2.75842 0.1772
C -2.88670 -2.40292 -2.13371 0.0333
C -4.23717 -2.64283 -2.34689 0.0714
C -5.16416 -1.89631 -1.63916 -0.0203
C -4.71392 -0.93759 -0.74752 0.0670
C -3.34073 -0.74920 -0.60110 -0.0489
N -2.45265 -1.46467 -1.27819 0.1493
H 0.03207 -5.44897 -4.63476 0.0079
H 1.42461 -4.08460 -2.92466 0.0029
H -4.55587 -3.40547 -3.04949 0.0047
H -6.22412 -2.06637 -1.77882 0.0003
H -5.40668 -0.33806 -0.16981 0.0014
H -2.93874 -0.00344 0.07368 0.0230
Se 2.87556 1.92483 -7.73616 0.0009
N 3.51608 0.66529 -6.67235 0.0004
C 2.65127 0.54782 -5.70534 -0.0006
C 2.80766 -0.40200 -4.60188 0.0093
C 3.89966 -1.26151 -4.49648 0.0010
C 3.97334 -2.12684 -3.42850 0.0048
C 2.94540 -2.11534 -2.49429 -0.0161
N 1.90099 -1.30016 -2.58707 0.0763
C 1.82409 -0.44853 -3.61933 -0.0207
C 0.65461 0.44391 -3.66290 0.0127
N -0.23131 0.34936 -2.65271 0.1816
C -1.29198 1.15059 -2.65225 -0.0022
C -1.53584 2.07683 -3.65819 0.0092
C -0.64137 2.17319 -4.69783 0.0005
C 0.48251 1.34899 -4.70356 -0.0026
C 1.49694 1.40715 -5.76007 0.0010
N 1.42195 2.22372 -6.77290 -0.0001
H 4.67090 -1.22666 -5.25837 0.0001
H 4.80583 -2.80812 -3.30791 0.0006
H 2.96063 -2.79656 -1.64687 -0.0084
H -1.96559 1.06075 -1.81105 0.0073
H -2.41634 2.70564 -3.60832 0.0009
H -0.77867 2.87883 -5.50907 -0.0003
Cl -0.12826 -5.79080 1.60756 0.0006
C -1.37571 -4.56652 1.52875 0.0069
Cl -0.68991 -2.91638 1.36192 0.0462
H -1.94857 -4.58527 2.44142 0.0030
H -1.99526 -4.76062 0.66550 -0.0006
```

Values from the calculation:
E   -221473.59952 eV
LUMO energy (spin up / spin down)   -5.420 / -8.085 eV
2S+1   6
Kohn-Sham gap (spin up / spin down)   0.2617 / 0.2019 hartree
⟨S²⟩   8.8074
Net charge   +2


(2)
The following is a DFT calculation (ωB97M-V with the def2-TZVPD basis set) of a molecular structure, C36H34BrCoN8O6S at a distorted geometry.

Geometry as XYZ:
```
87
Properties=species:S:1:pos:R:3:mulliken_spin:R:1
Co 0.90040 -0.73041 -2.04156 0.9077
C 3.82736 -1.96659 -1.61155 0.0056
O 2.90430 -0.94837 -1.22956 0.0036
C 3.32712 -0.03546 -0.28455 -0.0025
C 4.56576 -0.08540 0.32616 0.0008
C 4.89558 0.89676 1.25153 0.0004
Br 6.62610 0.85021 2.02245 0.0001
C 4.01124 1.88962 1.59958 0.0006
C 2.75236 1.94364 0.99214 0.0071
C 2.42616 0.98437 0.03437 -0.0101
O 1.19842 0.99364 -0.60511 0.0453
C 1.84696 3.01087 1.42329 0.0026
N 2.07386 3.71092 2.50416 0.0000
C 1.04377 4.61340 2.59822 0.0001
C 0.78331 5.58438 3.56536 0.0000
C -0.33465 6.37206 3.39390 0.0000
C -1.17928 6.21904 2.28413 0.0000
C -0.94547 5.25762 1.32243 0.0000
C 0.16963 4.44731 1.50555 0.0002
N 0.70063 3.41009 0.77903 0.0002
H 4.72231 -1.52696 -2.05602 0.0002
H 3.31830 -2.58042 -2.34947 -0.0027
H 4.10792 -2.58743 -0.75886 0.0003
H 5.27846 -0.86414 0.10356 -0.0001
H 4.25464 2.64028 2.33608 -0.0001
H 1.22760 1.68786 -1.30717 -0.0036
H 1.44588 5.70204 4.41070 0.0000
H -0.56727 7.13189 4.12708 0.0000
H -2.03446 6.87285 2.18202 0.0000
H -1.59499 5.14593 0.46441 0.0000
H 0.29209 2.99294 -0.03476 -0.0013
C -0.24626 -0.15605 6.57051 -0.0001
O -0.82170 0.48023 5.44436 -0.0003
C -1.76372 -0.17530 4.74140 -0.0015
C -2.19969 0.45400 3.56734 0.0006
C -3.09358 -0.16583 2.73419 -0.0009
C -3.58822 -1.45304 3.04548 0.0003
C -3.22310 -2.03223 4.26679 -0.0013
C -2.31350 -1.40818 5.09737 0.0004
N -4.39666 -2.15327 2.19010 -0.0039
N -4.58506 -1.84416 0.98511 0.0027
C -3.66044 -1.62202 0.02963 -0.0005
C -4.05848 -0.98057 -1.15294 0.0020
C -3.14717 -0.49703 -2.07684 0.0010
C -1.77358 -0.65455 -1.87265 -0.0282
O -0.83616 -0.14794 -2.63121 -0.0027
C -1.36472 -1.46186 -0.77757 0.0300
N -0.02799 -1.72639 -0.73556 -0.0123
C 0.43830 -2.50765 0.21924 0.0018
C -0.39357 -3.11925 1.15456 -0.0005
C -1.74994 -2.86488 1.13106 -0.0030
C -2.26984 -1.98829 0.17134 0.0024
H 0.55105 0.50094 6.90658 0.0000
H 0.17737 -1.12805 6.30348 0.0000
H -0.97590 -0.28431 7.37399 0.0000
H -1.80126 1.43232 3.33398 0.0000
H -3.44572 0.32750 1.83832 -0.0001
H -3.62680 -3.00236 4.52387 0.0000
H -2.02810 -1.88360 6.02470 0.0000
H -5.11677 -0.79205 -1.27306 -0.0002
H -3.48784 0.05566 -2.94174 0.0001
H 1.50516 -2.69026 0.23161 -0.0005
H 0.02489 -3.79524 1.88510 -0.0003
H -2.40395 -3.35716 1.83561 -0.0003
N 2.75393 0.99142 -5.79742 -0.0002
C 2.60180 2.17981 -4.95486 -0.0004
C 1.98155 1.75019 -3.62735 -0.0001
O 1.66806 2.50534 -2.74135 -0.0013
O 1.84805 0.42794 -3.53671 0.0035
H 2.14204 1.01405 -6.60232 0.0000
H 2.16504 0.07929 -4.43540 0.0012
H 3.70205 0.86379 -6.12360 0.0000
H 1.97017 2.95129 -5.39500 0.0001
H 3.56128 2.64486 -4.72478 0.0001
C -1.12557 -4.86107 -2.42775 0.0009
N -1.52095 -3.82792 -3.35820 0.0055
C -2.79562 -3.64909 -3.85614 0.0017
C -2.75985 -2.59478 -4.69409 0.0016
N -1.45816 -2.14946 -4.71396 0.0055
C -0.70130 -2.89106 -3.88148 0.0005
S 0.96369 -2.71848 -3.62052 0.0430
H -1.84694 -4.91561 -1.61311 0.0002
H -0.14180 -4.61718 -2.03420 0.0004
H -1.08065 -5.82795 -2.92918 -0.0007
H -3.61357 -4.28398 -3.56981 0.0003
H -3.53659 -2.13644 -5.27624 0.0003
H -1.11771 -1.32664 -5.17824 -0.0011
```

Values from the calculation:
E   -180589.37231 eV
LUMO energy (spin up / spin down)   -2.969 / -2.957 eV
2S+1   2
Kohn-Sham gap (spin up / spin down)   0.2095 / 0.2100 hartree
⟨S²⟩   0.7557
Net charge   +1


(3)
The following is a DFT calculation (ωB97M-V with the def2-TZVPD basis set) of a molecular structure, C36H35AlN7O4PS.

Geometry as XYZ:
```
85
Properties=species:S:1:pos:R:3:lowdin_charge:R:1
Al 0.47918 0.94334 -0.13793 0.3008
N 1.99719 -1.30510 -0.93392 -0.0602
P 0.47270 -1.45260 -0.14383 1.0392
C -0.28584 -2.85290 -0.96395 -0.3716
C 0.01787 -4.14991 -0.55271 -0.0772
C -0.45159 -5.22341 -1.29579 -0.0467
C -1.20023 -5.00397 -2.44497 -0.0500
C -1.48983 -3.70906 -2.85880 -0.0701
C -1.03908 -2.63119 -2.11605 -0.1114
C 0.83894 -1.87315 1.57212 -0.3520
C 1.89257 -1.22231 2.21603 -0.0997
C 2.07725 -1.38734 3.57832 -0.0501
C 1.21294 -2.19603 4.30285 -0.0395
C 0.16258 -2.84340 3.66595 -0.0431
C -0.03594 -2.67855 2.30531 -0.1150
C 2.21873 -0.29843 -1.87438 -0.3065
C 3.19410 -0.42829 -2.86173 0.0290
C 3.43903 0.63347 -3.70202 0.0086
C 2.71265 1.82354 -3.56585 -0.0125
C 1.75957 1.88570 -2.59139 -0.0602
N 1.49567 0.83900 -1.76789 0.0470
H 2.56184 -2.13118 -1.08841 0.1351
H 0.61686 -4.32509 0.33094 0.1114
H -0.22282 -6.23220 -0.98035 0.1201
H -1.55452 -5.84636 -3.02369 0.1190
H -2.06994 -3.54242 -3.75623 0.1173
H -1.28311 -1.62017 -2.42140 0.1050
H 2.60069 -0.63280 1.64882 0.1026
H 2.89859 -0.88559 4.07089 0.1199
H 1.36066 -2.32641 5.36635 0.1193
H -0.50651 -3.47907 4.22955 0.1192
H -0.87721 -3.15536 1.82394 0.0749
H 3.75592 -1.34854 -2.94220 0.1318
H 4.20201 0.54797 -4.46398 0.1336
H 2.90228 2.67748 -4.19850 0.1283
H 1.17673 2.78384 -2.42378 0.1365
O 0.96296 1.88914 2.86898 0.0852
C 1.74838 2.24480 2.01292 -0.4639
O 1.69776 1.77136 0.76691 -0.0079
C 2.83548 3.22494 2.23397 -0.1130
C 2.95884 3.85887 3.46961 0.0176
C 3.96956 4.78423 3.67510 -0.0216
C 4.86225 5.08318 2.65363 0.0372
C 4.71454 4.44337 1.43623 -0.1159
C 3.72100 3.51868 1.20518 0.0659
N 5.64353 4.75518 0.32849 -0.3472
O 6.60562 5.43869 0.58513 0.1170
O 5.37660 4.28831 -0.76413 0.0707
H 2.26150 3.61798 4.26040 0.1279
H 4.06787 5.27734 4.63172 0.1216
H 5.66094 5.79813 2.78873 0.1322
H 3.65027 3.04233 0.24077 0.1223
N -3.95740 -3.02294 -0.67976 0.1128
C -4.06283 -1.78261 -0.16861 -0.8294
S -2.83143 -1.16555 0.80489 0.6895
N -5.19296 -1.13039 -0.49948 0.0634
C -5.66973 0.12294 -0.00858 -0.2681
C -6.12481 1.05824 -0.92650 -0.0359
C -6.71274 2.23436 -0.47946 -0.0809
C -6.82960 2.47701 0.88106 -0.0796
C -6.36204 1.53833 1.79414 -0.0753
C -5.78763 0.35626 1.35462 -0.0395
H -3.15354 -3.56962 -0.42834 0.0835
H -4.72470 -3.48667 -1.13846 0.1207
H -5.82333 -1.60100 -1.13267 0.1555
H -6.05003 0.85189 -1.98763 0.1168
H -7.09211 2.95125 -1.19564 0.1139
H -7.30482 3.38433 1.23001 0.1135
H -6.47956 1.71202 2.85605 0.1141
H -5.45153 -0.39377 2.05677 0.1072
C -3.27149 2.98894 2.90855 0.0179
C -2.68795 2.57663 1.60679 -0.2443
C -3.16582 2.70541 0.30890 0.0565
C -2.21495 2.12813 -0.51306 -0.2914
N -1.19564 1.67397 0.23796 -0.0030
N -1.50985 1.95988 1.53035 0.1084
C -2.23597 1.92694 -1.98884 0.0146
H -4.14618 3.61193 2.74276 0.0907
H -2.54803 3.54613 3.50394 0.0971
H -3.57542 2.10973 3.47763 0.0976
H -4.10715 3.13240 0.01269 0.1213
H -0.81290 1.81629 2.26241 0.1371
H -2.21820 2.88306 -2.51110 0.1018
H -3.15122 1.40844 -2.27216 0.0897
H -1.38188 1.32863 -2.32581 0.0632
```

Values from the calculation:
E   -83232.50793 eV
LUMO energy   -5.580 eV
2S+1   1
Kohn-Sham gap   0.2764 hartree
ΔE to the lowest compared entry with this formula, charge and spin   101.3 kJ/mol
Net charge   +2